No. 1
# C5H12O

A cluster of 2 separate species, C5H12O in total (ωB97M-V with the def2-TZVPD basis set, the OMol25 dataset).

```
18
C5H12O | the OMol25 dataset | ωB97M-V with the def2-TZVPD basis set
C -0.79611 -1.41751 0.74821
C -0.85884 0.09813 0.17757
C 0.00713 0.22049 -1.07080
C 0.34559 -0.59547 -2.04417
C 0.45589 1.63530 -1.20871
H -0.22530 -1.59581 1.62410
H -1.80007 -1.47445 1.21907
H -0.77930 -2.13922 -0.04874
H -1.91125 0.14328 -0.12950
H -0.76031 0.91988 0.83753
H 1.02352 -0.32739 -2.81428
H 0.36804 -1.69704 -1.95845
H 0.51729 2.19447 -0.22054
H 1.48821 1.72093 -1.54313
H -0.29089 2.18481 -1.93595
H 0.28214 -0.04189 2.87187
H 1.76346 0.44047 2.68545
O 1.17078 -0.26898 2.81048
```

As for the relative energy (zero: lowest compared OMol25 entry of this formula, charge and spin): 216.31 kJ/mol. Its SMILES is C=C(C)CC.O. Its calculated total energy is -272.86627 Eh. As for the gap between HOMO and LUMO: 10.0 eV. The spin multiplicity is 1.

Atomic partial charges in e from the Löwdin method, atoms 1 to 8: -0.067, -0.176, -0.394, 0.020, -0.103, 0.023, 0.068, 0.055



No. 2
# C3H8NO

A structure of composition C3H8NO (ωB97M-V with the def2-TZVPD basis set, the OMol25 dataset).

```
13
C3H8NO | the OMol25 dataset | ωB97M-V with the def2-TZVPD basis set
C 1.69029 0.77961 -0.16194
C -1.66735 -1.00214 -0.11206
C 0.48521 0.11867 0.57670
N -0.74178 -0.00554 -0.06987
O -1.05716 1.30185 -1.15966
H 2.55942 0.74339 0.44809
H 1.81032 0.23568 -1.04361
H 1.42107 1.75401 -0.38707
H -1.20017 -1.90234 -0.49773
H -2.57764 -0.84392 -0.76475
H -1.89921 -1.26325 0.91963
H 0.40883 0.90005 1.34134
H 0.76819 -0.81607 0.91092
```

As for the relative energy (zero: lowest compared OMol25 entry of this formula, charge and spin): 730.07 kJ/mol. Its calculated total energy is -248.55783 Eh. Its charge is +1. As for the gap between HOMO and LUMO (spin up / spin down): 7.7 / 7.7 eV. The spin multiplicity is 1.

Atomic partial charges in e from the Löwdin method, atoms 1 to 8: 0.023, -0.002, -0.146, 0.025, 0.077, 0.100, 0.082, 0.065



No. 3
# C6H14

An isolated molecule of C6H14 (ωB97M-V with the def2-TZVPD basis set, the OMol25 dataset).

```
20
C6H14 | the OMol25 dataset | ωB97M-V with the def2-TZVPD basis set
C 0.26054 1.77016 -1.83124
C -0.20876 1.37069 -0.44023
C 0.11416 -0.08331 -0.06114
C 1.53547 -0.17606 0.48429
C -0.93188 -0.63262 0.92900
C -0.99502 -2.15734 0.98833
H 1.22463 1.32998 -2.11553
H -0.42013 1.53082 -2.63963
H 0.45389 2.84656 -1.86678
H -1.29553 1.52027 -0.45394
H 0.17980 2.05774 0.31311
H -0.10237 -0.62851 -0.99194
H 2.14802 0.72404 0.37702
H 2.05806 -1.03922 0.07625
H 1.51782 -0.21588 1.58090
H -0.61618 -0.34747 1.93984
H -1.90092 -0.19200 0.70486
H 0.00036 -2.60073 1.06856
H -1.59931 -2.45261 1.84343
H -1.42264 -2.62452 0.09483
```

As for the relative energy (zero: lowest compared OMol25 entry of this formula, charge and spin): 49.24 kJ/mol. Its SMILES is CCC(C)CC. Its calculated total energy is -236.99265 Eh. As for the gap between HOMO and LUMO: 12.0 eV. The spin multiplicity is 1.

Atomic partial charges in e from the Löwdin method, atoms 1 to 8: -0.116, -0.254, -0.401, -0.071, -0.246, -0.111, 0.073, 0.067



No. 4
# C31H47BrEuN2P2

A structure of composition C31H47BrEuN2P2 (ωB97M-V with the def2-TZVPD basis set, the OMol25 dataset).

```
84
C31H47BrEuN2P2 | the OMol25 dataset | ωB97M-V with the def2-TZVPD basis set
N -0.41739 -6.44087 -3.31786
C -1.58218 -5.84135 -3.13123
C -1.74636 -4.45039 -3.25996
C -0.60822 -3.66783 -3.55999
C 0.63405 -4.32820 -3.73627
C 0.66528 -5.72210 -3.61976
C -0.72422 -2.22775 -3.77217
Eu -1.68336 -0.56669 -2.47173
P -0.86044 3.07463 -2.74232
C 0.30310 -1.26683 -3.52274
C 1.24403 -1.20973 -2.41117
C 2.40659 -0.36151 -2.50585
C 3.16664 -0.06973 -1.42136
C 2.68426 -0.35705 -0.04499
C 1.73235 -1.48496 -0.03338
C 1.04429 -1.86210 -1.15277
Br 1.87118 1.38442 0.46298
H -1.54356 -1.90385 -4.45914
H 0.45174 -0.47599 -4.27728
H -2.74960 -4.01817 -3.17543
H 1.53671 -3.78463 -4.01344
H -2.44410 -6.49078 -2.89356
H 1.60166 -6.26569 -3.79194
H 2.66387 0.03549 -3.50114
H 0.33202 -2.72630 -1.13102
H 4.06361 0.55239 -1.51390
H 1.56051 -2.01304 0.91164
P 3.96744 -0.58450 1.31298
C -2.04610 1.87745 -3.41047
C -3.08872 2.37620 -4.42285
H -2.62446 1.51037 -2.52339
H -1.41368 1.10960 -3.94195
H -3.78143 1.55107 -4.64028
H -3.66704 3.21489 -4.01811
H -2.60597 2.68187 -5.35881
C 0.86547 2.43447 -2.80558
C 1.93552 3.53600 -2.73157
H 0.97944 1.84002 -3.72297
H 1.01767 1.75428 -1.95196
H 2.91617 3.12936 -3.01381
H 1.70142 4.36235 -3.41553
H 2.02863 3.94597 -1.71526
C -1.11328 3.20662 -0.91719
C -1.43216 4.64351 -0.47862
H -0.20009 2.83510 -0.43020
H -1.93083 2.53746 -0.61170
H -1.35399 4.74149 0.61537
H -0.75891 5.37877 -0.93057
H -2.46062 4.91179 -0.76200
C 3.04934 -0.43807 2.87405
C 3.68775 0.43420 3.96041
H 2.90628 -1.46061 3.25085
H 2.04650 -0.03539 2.65183
H 4.61865 0.00475 4.34838
H 3.88368 1.45302 3.59706
H 2.98277 0.51698 4.80466
C 5.08199 0.81032 1.05095
C 6.23325 0.57419 0.07099
H 5.45040 1.09325 2.04430
H 4.46562 1.63940 0.68729
H 7.06814 0.05974 0.56813
H 5.94544 -0.01292 -0.81538
H 6.59991 1.54870 -0.28223
C 4.93424 -2.10008 1.23605
C 4.35297 -3.33110 1.93733
H 5.90599 -1.83899 1.68298
H 5.12266 -2.31401 0.17402
H 3.57301 -3.80942 1.33163
H 5.15089 -4.06674 2.10545
H 3.92696 -3.08072 2.91307
N -2.21621 -2.33292 -0.58547
C -2.34225 -1.34529 0.44253
C -3.24999 -0.30309 0.21783
C -3.16423 0.84606 1.02322
C -2.21685 0.91873 2.04864
C -1.33038 -0.14754 2.27762
C -1.40915 -1.29707 1.48037
H -3.09020 -2.69559 -0.96529
H -1.60614 -3.11644 -0.36123
H -3.99740 -0.39341 -0.59038
H -3.86190 1.67214 0.85230
H -2.18358 1.79480 2.69715
H -0.60185 -0.09362 3.08481
H -0.73502 -2.14585 1.64728
```

As for the relative energy (zero: lowest compared OMol25 entry of this formula, charge and spin): 17.02 kJ/mol. Its calculated total energy is -5285.36953 Eh. Its charge is +2. As for the gap between HOMO and LUMO (spin up / spin down): 5.7 / 5.8 eV. The spin multiplicity is 8.

Atomic partial charges in e from the Löwdin method, atoms 1 to 8: 0.063, -0.134, -0.044, -0.262, -0.005, -0.115, -0.308, 1.643



What is the relative energy (zero: lowest compared OMol25 entry of this formula, charge and spin) in the fourth record?
17.02 kJ/mol



spin multiplicity of number 4 (C31H47BrEuN2P2)?
8